Entry 1:
A molecular structure, C24H17N5S6W at a distorted geometry, computed with the ωB97M-V functional and the def2-TZVPD basis.

Positions of all 53 atoms, in Å:
W 0.307 0.425 -1.599
C 3.549 -1.431 2.523
C 2.548 -0.655 3.092
C 1.773 0.179 2.305
C 1.993 0.250 0.928
C 3.011 -0.512 0.364
C 3.777 -1.353 1.158
N 1.154 1.026 0.076
C 0.652 2.263 0.549
C 1.289 3.091 1.469
C 0.703 4.296 1.825
C -0.503 4.692 1.264
C -1.119 3.888 0.316
C -0.548 2.679 -0.037
N -1.086 1.903 -1.118
N -1.572 0.649 -0.713
C -2.315 0.145 -1.810
C -3.685 0.011 -1.922
C -4.167 -0.509 -3.112
C -3.289 -0.868 -4.132
C -1.931 -0.707 -3.935
N -1.474 -0.218 -2.784
H 4.151 -2.084 3.141
H 2.359 -0.708 4.157
H 0.985 0.767 2.755
H 3.201 -0.432 -0.698
H 4.566 -1.939 0.703
H 2.243 2.798 1.886
H 1.206 4.940 2.534
H -0.949 5.637 1.543
H -2.034 4.195 -0.174
H -4.328 0.309 -1.108
H -5.233 -0.632 -3.254
H -3.652 -1.267 -5.067
H -1.192 -0.966 -4.682
S 1.166 -2.702 -2.930
C 0.471 -2.694 -1.356
N 0.084 -1.626 -0.703
C -0.463 -1.984 0.548
C -0.955 -1.130 1.535
C -1.454 -1.677 2.701
C -1.474 -3.058 2.912
C -0.987 -3.916 1.949
C -0.484 -3.361 0.778
S 0.221 -4.206 -0.563
H -0.964 -0.066 1.376
H -1.836 -1.016 3.467
H -1.870 -3.457 3.836
H -0.987 -4.988 2.098
S 0.712 2.313 -3.097
S 2.689 2.499 -3.656
S 3.908 1.960 -2.231
S 1.827 -0.751 -3.108

Calculated values
Strongest force on any atom (eV/Å): 1.33
HOMO energy (alpha / beta) (eV): -6.172 / -6.172
HOMO-LUMO gap (alpha / beta) (eV): 4.470 / 4.471
LUMO level (alpha / beta) (hartree): -0.0626 / -0.0625

=====

Entry 2:
A molecular structure, C24H18BrHgNO2Si, computed with the ωB97M-V functional and the def2-TZVPD basis.

Positions of all 48 atoms, in Å:
Hg 2.337 -0.338 0.098
Br 4.206 5.482 5.567
C 3.819 4.450 4.023
C 4.746 4.405 2.997
N 4.541 3.696 1.889
C 3.405 2.999 1.807
C 2.418 2.990 2.785
C 2.630 3.756 3.921
C 1.123 2.191 2.633
O 0.150 2.627 3.259
O 1.198 1.171 1.892
H 5.676 4.958 3.071
H 3.260 2.410 0.909
H 1.860 3.796 4.679
C 0.174 -1.418 -5.348
C 1.235 -1.697 -4.496
C 1.094 -1.518 -3.126
C -0.102 -1.051 -2.571
C -1.157 -0.776 -3.449
C -1.026 -0.962 -4.821
Si -0.242 -0.776 -0.711
C -1.746 0.273 -0.388
C -1.929 1.490 -1.055
C -3.021 2.299 -0.785
C -3.950 1.913 0.174
C -3.782 0.716 0.853
C -2.686 -0.093 0.578
C -0.526 -2.465 0.074
C -1.396 -3.382 -0.527
C -1.596 -4.647 0.010
C -0.929 -5.017 1.173
C -0.080 -4.116 1.797
C 0.119 -2.853 1.250
H 0.284 -1.551 -6.417
H 2.179 -2.045 -4.899
H 1.931 -1.741 -2.474
H -2.100 -0.413 -3.056
H -1.862 -0.752 -5.477
H -1.203 1.812 -1.794
H -3.145 3.236 -1.315
H -4.792 2.554 0.403
H -4.502 0.411 1.603
H -2.561 -1.021 1.123
H -1.925 -3.104 -1.433
H -2.266 -5.344 -0.477
H -1.075 -6.006 1.590
H 0.431 -4.395 2.710
H 0.781 -2.154 1.751

Calculated values
Strongest force on any atom (eV/Å): 0.71
Total charge: -1
2S+1: 2
HOMO energy (alpha / beta) (eV): -3.481 / -5.471
HOMO-LUMO gap (alpha / beta) (eV): 6.117 / 7.308
⟨S²⟩: 0.76
LUMO level (alpha / beta) (hartree): 0.0969 / 0.0675

=====

Entry 3:
A molecular structure, C24H18BrN6O13V at a distorted geometry, computed with the ωB97M-V functional and the def2-TZVPD basis.

Positions of all 63 atoms, in Å:
V -0.344 1.321 -0.091
O 1.085 2.808 3.263
C 1.155 2.334 2.168
O 0.028 2.042 1.454
C 2.501 2.096 1.502
C 3.625 2.324 2.279
C 4.829 2.104 1.650
C 4.989 1.853 0.308
C 3.855 1.585 -0.419
C 2.592 1.693 0.174
O 1.471 1.391 -0.565
N 4.004 1.223 -1.850
O 5.101 1.486 -2.281
O 3.093 0.728 -2.533
N 6.056 2.077 2.425
O 7.077 1.765 1.823
O 6.056 2.344 3.606
H 3.543 2.513 3.345
H 5.997 1.747 -0.069
O 0.074 4.404 -5.413
C -0.112 3.645 -4.323
C 0.160 2.276 -4.314
C -0.051 1.575 -3.169
N -0.529 2.167 -2.054
C -0.772 3.494 -2.080
Br -1.319 4.233 -0.480
C -0.684 4.259 -3.206
H 0.454 3.961 -6.159
H 0.572 1.804 -5.208
H 0.172 0.522 -3.064
H -0.889 5.324 -3.165
O -4.158 0.443 -0.415
C -3.238 0.247 0.347
O -2.077 0.959 0.257
C -3.128 -0.844 1.405
C -2.006 -1.012 2.283
C -2.030 -2.093 3.137
C -3.049 -2.996 3.114
O -3.081 -4.138 3.863
C -4.433 -4.608 3.714
O -4.967 -3.915 2.546
C -4.148 -2.869 2.304
C -4.196 -1.781 1.416
H -1.220 -0.264 2.334
H -1.210 -2.291 3.850
H -5.024 -4.353 4.581
H -4.437 -5.653 3.508
H -5.056 -1.602 0.775
C -1.000 -3.950 -1.441
N -0.386 -2.778 -0.862
C 0.817 -2.754 -0.032
C 1.023 -1.270 0.203
O 1.820 -0.780 0.926
N 0.002 -0.609 -0.488
C -0.785 -1.526 -1.053
N -1.867 -1.221 -1.790
H -0.238 -4.703 -1.655
H -1.473 -3.672 -2.369
H -1.722 -4.383 -0.766
H 1.666 -3.216 -0.526
H 0.624 -3.243 0.926
H -2.225 -0.288 -1.761
H -2.587 -1.931 -1.883

Calculated values
Strongest force on any atom (eV/Å): 2.21
Total charge: +1
2S+1: 2
HOMO energy (alpha / beta) (eV): -11.239 / -11.243
HOMO-LUMO gap (alpha / beta) (eV): 6.299 / 6.976
⟨S²⟩: 0.76
LUMO level (alpha / beta) (hartree): -0.1815 / -0.1568